Record 1
16
Properties=species:S:1:pos:R:3:lowdin_charge:R:1 method="wB97M-V/def2-TZVPD" total_charge=+2 homo_energy_ha="-0.5007 / -0.5775" homo_lumo_gap_ev="5.306 / 7.291" s2=0.75 multiplicity=2
Sr -0.701 -0.451 -3.755 1.72
Y 2.440 -0.182 -1.569 1.52
O 0.227 -0.277 -1.333 -0.65
H -0.477 -0.073 -0.688 -0.09
O 1.792 -0.228 -3.706 -0.66
H 2.045 -0.005 -4.623 0.01
C 0.157 2.621 1.492 -1.54
Cl -0.252 4.173 2.148 0.60
Cl -1.242 1.498 1.361 0.48
Cl 1.247 1.840 2.638 0.51
H 0.534 2.857 0.497 0.01
C -1.077 -2.377 1.427 -1.46
Cl -2.378 -1.478 0.690 0.53
Cl -1.609 -4.027 1.879 0.56
Cl -0.378 -1.466 2.905 0.46
H -0.328 -2.425 0.637 -0.01


Record 2
8
Properties=species:S:1:pos:R:3:lowdin_charge:R:1 method="wB97M-V/def2-TZVPD" total_charge=0 homo_energy_ha=-0.4051 homo_lumo_gap_ev=11.910 smiles="[H]/N=C(/C)Cl" e_above_lowest_kcal_mol=6.9 multiplicity=1
H 1.172 1.946 -0.064 0.04
N 0.213 1.617 -0.001 0.09
C 0.367 0.374 0.007 -0.79
C -0.713 -0.706 0.034 -0.13
Cl 2.037 -0.403 0.015 0.52
H -0.508 -1.431 -0.823 0.08
H -1.726 -0.038 -0.072 0.13
H -0.842 -1.360 0.905 0.06


Record 3
8
Properties=species:S:1:pos:R:3:lowdin_charge:R:1 method="wB97M-V/def2-TZVPD" total_charge=0 homo_energy_ha=-0.3824 homo_lumo_gap_ev=11.164 smiles="[H]/N=C(/C)Cl" e_above_lowest_kcal_mol=10.4 multiplicity=1
H 1.474 2.102 0.799 0.03
N 0.676 1.537 0.777 0.11
C 0.721 0.429 0.187 -0.58
C -0.344 -0.591 0.049 -0.07
Cl 2.503 0.064 -0.714 0.30
H -1.194 -0.062 0.014 0.04
H -0.313 -1.204 0.907 0.08
H -0.108 -1.229 -0.810 0.09